Record 1
The following is a quantum chemistry calculation of C8H24ClI2OP2W as an isolated structure, from the OMol25 dataset.

Element x y z (Å)
I (-2.01898, 0.73596, -0.11093)
I (-0.07521, 2.41297, -0.20559)
W (2.10487, -2.08238, -0.42799)
P (1.54263, -1.09852, 1.52581)
C (0.62333, -0.05894, 2.62586)
C (1.22215, -2.71919, 2.32588)
H (1.57700, -2.54984, 3.35283)
H (3.12631, -0.83141, 3.24711)
H (1.72734, -3.59034, 1.88702)
H (4.02021, -1.37374, 1.77922)
H (-0.44512, -0.33375, 2.64936)
H (0.13538, -2.89655, 2.35819)
C (3.22677, -0.72535, 2.15776)
H (1.06292, -0.23443, 3.63082)
H (3.44339, 0.32375, 1.91929)
H (0.73807, 1.00361, 2.35471)
P (1.04157, -1.04044, -2.15859)
C (-0.11524, 0.06046, -2.96671)
C (2.46898, -0.63221, -3.24289)
H (1.06387, -3.48005, -2.78617)
H (0.45615, -2.33047, -4.02909)
H (-0.58577, -2.77913, -2.64944)
C (0.45143, -2.58879, -2.96186)
H (3.33064, -1.29483, -3.13578)
H (2.06851, -0.68801, -4.26356)
H (-0.03681, -0.12857, -4.04934)
H (0.13527, 1.11554, -2.77772)
H (2.75865, 0.40489, -3.03577)
H (-1.15603, -0.13044, -2.65736)
Cl (3.68165, -3.60451, -0.71242)
C (-5.16729, 3.71135, 1.32165)
C (-3.79103, 3.14735, 1.02063)
O (-2.75960, 4.02681, 1.34378)
H (-5.26912, 3.96701, 2.36856)
H (-5.89652, 2.93766, 1.06908)
H (-5.34242, 4.58179, 0.68426)
H (-3.67677, 2.20253, 1.58921)
H (-3.75750, 2.92528, -0.06162)
H (-1.91370, 3.63494, 1.02180)

Cartesian forces (eV/Å) of the 3 atoms listed first:
I -0.6 -1.5 0.0
I 1.0 1.0 0.0
W 0.9 -1.3 -0.1

HOMO-LUMO gap (spin up / spin down)	6.60 / 4.48	eV
spin multiplicity	3
total energy	-59825.6288	eV
energy relative to the best compared isomer or geometry (same formula, charge and spin)	94.54	kcal per mole
charge	+3
highest occupied orbital energy (spin up / spin down)	-18.547 / -18.537	eV

Record 2
The following is a quantum chemistry calculation of a 3-piece molecular cluster, C19H43B3F4N2O7S overall, from the OMol25 dataset.

Element x y z (Å)
C (-1.73659, 0.29758, -5.10202)
C (-0.41625, 1.00339, -4.79567)
S (0.86793, 0.85824, -6.05395)
C (1.18545, -0.92362, -5.94978)
B (2.20468, -1.35441, -4.84265)
O (2.42670, -0.62410, -3.68528)
B (3.45569, -0.92506, -2.79331)
C (3.57467, -0.24405, -1.39601)
C (2.30964, -0.48029, -0.52495)
O (4.34274, -1.92772, -3.20661)
B (3.77170, -2.89171, -3.98289)
C (4.00168, -4.43586, -3.58138)
F (5.32983, -4.74412, -3.47358)
F (3.44339, -4.56206, -2.32789)
C (3.37089, -5.49502, -4.48402)
F (2.04117, -5.30999, -4.49346)
F (3.60980, -6.72047, -3.99362)
O (2.92737, -2.54587, -5.00218)
H (-1.65252, -0.79216, -5.02805)
H (-2.11938, 0.56978, -6.09267)
H (-2.47235, 0.62379, -4.35413)
H (-0.00458, 0.65366, -3.83888)
H (-0.58286, 2.08250, -4.68462)
H (1.55126, -1.24086, -6.93539)
H (0.23675, -1.46080, -5.80971)
H (4.45366, -0.66954, -0.89527)
H (3.75569, 0.83431, -1.49472)
H (2.41236, -1.39721, 0.06627)
H (2.14855, 0.35490, 0.16708)
H (1.39851, -0.55755, -1.13130)
H (3.74164, -5.44662, -5.51296)
C (-0.19714, 1.38952, 2.91485)
O (1.13064, 1.81064, 2.68910)
C (1.37476, 3.18827, 2.94102)
C (2.21739, 3.38489, 4.18122)
N (1.48367, 3.02387, 5.38237)
C (2.27187, 2.99208, 6.60688)
C (3.44379, 2.02138, 6.69010)
O (3.07050, 0.65824, 6.73079)
C (2.82930, 0.05308, 5.47726)
H (-0.29170, 0.39072, 2.49146)
H (-0.45080, 1.34159, 3.97974)
H (-0.91562, 2.05215, 2.42318)
H (0.42731, 3.72984, 3.02964)
H (1.91853, 3.58965, 2.08146)
H (2.49815, 4.44158, 4.24440)
H (3.14382, 2.80871, 4.04580)
H (1.04175, 2.12397, 5.24555)
H (1.59281, 2.75961, 7.43066)
H (2.65831, 4.00097, 6.79011)
H (3.96086, 2.21680, 7.63268)
H (4.17055, 2.18465, 5.88382)
H (3.48989, 0.45787, 4.70395)
H (1.79388, 0.17300, 5.14366)
H (3.02932, -1.01233, 5.58719)
C (-5.62684, 1.44592, 2.13715)
O (-4.87099, 0.25465, 2.16294)
C (-5.55535, -0.90435, 1.70457)
C (-4.99475, -1.39021, 0.38703)
N (-5.29393, -0.46203, -0.69095)
C (-4.61534, -0.73814, -1.94954)
C (-3.09292, -0.71875, -1.95822)
O (-2.51844, 0.56077, -1.78369)
C (-2.39217, 0.99343, -0.44747)
H (-5.05806, 2.19779, 2.68164)
H (-5.80674, 1.81123, 1.11938)
H (-6.59591, 1.31381, 2.62860)
H (-6.62695, -0.70033, 1.61303)
H (-5.41909, -1.68761, 2.45484)
H (-5.44691, -2.35953, 0.15261)
H (-3.91773, -1.55913, 0.53057)
H (-5.07267, 0.47899, -0.39144)
H (-4.96043, -0.00260, -2.68076)
H (-4.94180, -1.72010, -2.30932)
H (-2.76603, -1.05130, -2.94629)
H (-2.67060, -1.42672, -1.23333)
H (-2.18682, 0.15319, 0.22120)
H (-3.28558, 1.51270, -0.08646)
H (-1.55300, 1.68856, -0.40938)

Cartesian forces (eV/Å) of the 3 atoms listed first:
C -0.1 0.3 0.1
C -0.1 0.1 0.4
S -0.1 -0.1 -0.1

HOMO-LUMO gap	8.86	eV
total energy	-61452.7567	eV
SMILES	CCSCB1OB(CC)OB(C(F)(F)C(F)F)O1.COCCNCCOC.COCCNCCOC
highest occupied orbital energy	-8.457	eV

Record 3
The following is a quantum chemistry calculation of C22H16Cl2N6O2Pt as an isolated structure, from the OMol25 dataset.

Element x y z (Å)
Pt (0.27918, -0.15371, -0.52085)
Cl (0.15973, 5.94333, 2.96348)
C (-0.16936, 4.28288, 2.60619)
C (0.44005, 3.68896, 1.51984)
C (0.19887, 2.34659, 1.19648)
N (0.61474, 1.73665, 0.02333)
C (1.59199, 2.27629, -0.80250)
O (1.74288, 3.45267, -1.07021)
C (2.54878, 1.23012, -1.23012)
C (3.80548, 1.53611, -1.73881)
C (4.76915, 0.55395, -1.80600)
C (4.45375, -0.73125, -1.36401)
C (3.16587, -0.98850, -0.95163)
N (2.22671, -0.04491, -0.90566)
C (-0.54730, 1.54238, 2.12515)
C (-1.25190, 2.20736, 3.14521)
C (-1.07276, 3.55281, 3.38167)
Cl (-1.96350, 4.32634, 4.64771)
N (-0.50242, 0.19616, 2.04703)
C (-1.45121, -0.72059, 1.96668)
O (-1.56486, -1.78475, 2.56749)
C (-2.38564, -0.39534, 0.80511)
C (-3.76030, -0.35704, 0.95480)
C (-4.55263, 0.00467, -0.12150)
C (-3.93045, 0.29293, -1.33053)
C (-2.55698, 0.23525, -1.40774)
N (-1.78540, -0.08779, -0.36071)
H (1.07225, 4.27764, 0.87570)
H (3.99258, 2.55476, -2.04911)
H (5.76115, 0.77190, -2.17738)
H (5.19844, -1.51291, -1.34324)
H (2.86164, -1.97976, -0.64090)
H (-1.90220, 1.63188, 3.79086)
H (-4.18881, -0.60207, 1.91622)
H (-5.62871, 0.06103, -0.02789)
H (-4.51005, 0.56032, -2.20242)
H (-2.04080, 0.45551, -2.33229)
C (0.17811, -3.40670, 0.88706)
C (0.11039, -3.22787, -0.58458)
N (0.08050, -2.07492, -1.22645)
C (-0.00413, -2.34594, -2.57687)
C (-0.02445, -3.69014, -2.75220)
N (0.04798, -4.23003, -1.48744)
H (0.64621, -2.53530, 1.34365)
H (0.73568, -4.30605, 1.14910)
H (-0.82224, -3.47994, 1.31676)
H (-0.03091, -1.55980, -3.31017)
H (-0.08377, -4.29327, -3.63998)
H (0.04866, -5.20995, -1.26839)

Cartesian forces (eV/Å) of the 3 atoms listed first:
Pt -0.3 -0.5 0.2
Cl 0.1 0.2 -0.1
C -0.4 -0.3 0.4

HOMO-LUMO gap (spin up / spin down)	5.74 / 5.74	eV
total energy	-64401.9168	eV
energy relative to the best compared isomer or geometry (same formula, charge and spin)	0.00	kcal per mole
highest occupied orbital energy (spin up / spin down)	-6.197 / -6.197	eV

Record 4
The following is a quantum chemistry calculation of C45H46N3OSSiZn as an isolated structure, from the OMol25 dataset.

Element x y z (Å)
Zn (0.14491, -0.06446, 0.14401)
C (-4.31405, -0.51773, 0.46917)
C (-3.01649, -0.01016, 0.36492)
N (-1.96386, -0.75040, 0.06655)
C (-2.16036, -2.07447, -0.14973)
C (-3.43130, -2.66517, -0.10753)
C (-4.52388, -1.84829, 0.22498)
C (-3.58598, -4.06159, -0.40567)
C (-2.52006, -4.82779, -0.71323)
C (-1.19973, -4.26842, -0.71799)
C (-0.04733, -5.02910, -0.98672)
C (1.18617, -4.43189, -0.93201)
C (1.26075, -3.07173, -0.60322)
N (0.19474, -2.34009, -0.36129)
C (-1.01793, -2.91075, -0.42378)
H (-5.12725, 0.14637, 0.72539)
H (-2.84057, 1.04362, 0.52044)
H (-5.51597, -2.27753, 0.28891)
H (-4.58259, -4.48410, -0.38545)
H (-2.64148, -5.87714, -0.95151)
H (-0.14804, -6.07906, -1.23371)
H (2.08988, -4.98870, -1.13714)
H (2.21631, -2.56250, -0.53055)
C (2.00406, 0.30632, -0.50947)
Si (2.13927, 2.09544, -0.92088)
C (0.94211, 2.89458, 0.31636)
N (-0.36446, 2.18229, 0.33811)
C (-1.04290, 2.36471, 1.63062)
C (-1.44832, 3.81441, 1.94399)
C (-1.84511, 4.58068, 0.67224)
C (-2.33333, 3.60646, -0.39273)
C (-1.20406, 2.65847, -0.80514)
C (1.59633, 2.47891, -2.67131)
C (1.16413, 1.47847, -3.54326)
C (0.77459, 1.77807, -4.84242)
C (0.81240, 3.08979, -5.29330)
C (1.23708, 4.10122, -4.44111)
C (1.62496, 3.79512, -3.14490)
C (3.85820, 2.78386, -0.60744)
C (4.71338, 3.10842, -1.66376)
C (6.01249, 3.54009, -1.43030)
C (6.48061, 3.66167, -0.13029)
C (5.64779, 3.34529, 0.93461)
C (4.35240, 2.91173, 0.69414)
H (2.68053, 0.09800, 0.32898)
H (2.31875, -0.32511, -1.34579)
H (0.79870, 3.96167, 0.11059)
H (1.41316, 2.83185, 1.30271)
H (-0.37455, 1.98827, 2.40484)
H (-1.92513, 1.71860, 1.65519)
H (-0.64194, 4.33583, 2.46071)
H (-2.29329, 3.77764, 2.63529)
H (-0.98676, 5.12765, 0.27645)
H (-2.60907, 5.32394, 0.89934)
H (-2.68170, 4.13769, -1.27963)
H (-3.19397, 3.04804, -0.00671)
H (-0.54730, 3.16891, -1.50893)
H (-1.61234, 1.80448, -1.34972)
H (1.12939, 0.44801, -3.20412)
H (0.44672, 0.98794, -5.50660)
H (0.51650, 3.32454, -6.30767)
H (1.26982, 5.12645, -4.78773)
H (1.96336, 4.59346, -2.49060)
H (4.35860, 3.02083, -2.68489)
H (6.65855, 3.78489, -2.26388)
H (7.49126, 4.00310, 0.05342)
H (6.00886, 3.44064, 1.95111)
H (3.71900, 2.66310, 1.54104)
O (0.17231, -0.56600, 2.18845)
S (1.38565, -1.30771, 2.71635)
C (0.73760, -2.86660, 3.36983)
C (1.85738, -3.71260, 3.91249)
C (2.95017, -4.03691, 3.10806)
C (3.98708, -4.80950, 3.60721)
C (3.93948, -5.27380, 4.91494)
C (2.84997, -4.96611, 5.71630)
C (1.81545, -4.18613, 5.21881)
C (1.86082, -0.47955, 4.26947)
C (0.82002, -0.47982, 5.34941)
C (-0.39401, 0.18583, 5.18464)
C (-1.34840, 0.16034, 6.19034)
C (-1.09801, -0.51832, 7.37558)
C (0.11503, -1.16690, 7.55301)
C (1.06751, -1.14906, 6.54429)
H (0.25530, -3.32500, 2.50323)
H (-0.01971, -2.62676, 4.11675)
H (2.98475, -3.68436, 2.08274)
H (4.83105, -5.05314, 2.97518)
H (4.74588, -5.88086, 5.30440)
H (2.80462, -5.33414, 6.73309)
H (0.96509, -3.95001, 5.84752)
H (2.12361, 0.52694, 3.93686)
H (2.77340, -0.98989, 4.58303)
H (-0.59183, 0.71644, 4.26387)
H (-2.28815, 0.67936, 6.05179)
H (-1.83937, -0.52912, 8.16368)
H (0.32376, -1.68419, 8.48073)
H (2.01606, -1.65325, 6.68853)

Cartesian forces (eV/Å) of the 3 atoms listed first:
Zn 0.0 0.0 0.0
C 0.0 0.0 0.0
C 0.0 -0.1 -0.2

HOMO-LUMO gap	7.27	eV
total energy	-121057.8698	eV
charge	+1
highest occupied orbital energy	-10.239	eV

Record 5
The following is a quantum chemistry calculation of a 9-piece molecular cluster, BrH16O8 overall, from the OMol25 dataset.

Element x y z (Å)
Br (-0.36380, 0.30367, -0.57481)
O (0.40156, 0.99035, 2.73819)
H (1.05408, 1.54474, 3.14020)
H (0.89173, 0.36521, 2.11542)
O (1.55133, -1.40264, 1.43333)
H (1.04379, -2.20222, 1.76668)
H (1.11562, -1.12336, 0.61073)
O (2.34005, 1.93059, 0.26512)
H (1.63287, 1.20484, 0.15319)
H (2.98220, 1.54764, 0.88912)
O (-1.41666, -1.89236, 1.70602)
H (-1.09564, -1.28398, 0.98430)
H (-1.52214, -1.21768, 2.36761)
O (-2.03638, -1.61898, -3.29959)
H (-1.39757, -1.11042, -2.82370)
H (-2.75734, -1.05727, -3.17591)
O (0.70890, 1.87857, -3.34992)
H (0.66368, 1.65899, -2.45291)
H (0.35657, 1.04010, -3.64223)
O (0.32962, -3.07358, -0.66925)
H (-0.26034, -2.41728, -0.40910)
H (0.77998, -2.69378, -1.45048)
O (-1.56615, 3.18920, 1.09208)
H (-1.83103, 3.04713, 2.01113)
H (-1.60494, 2.39251, 0.57477)

Cartesian forces (eV/Å) of the 3 atoms listed first:
Br -0.3 -0.2 -0.4
O 0.0 -1.5 -1.0
H 0.6 0.4 0.1

HOMO-LUMO gap	9.64	eV
total energy	-86685.8027	eV
energy relative to the best compared isomer or geometry (same formula, charge and spin)	19.34	kcal per mole
charge	-1
highest occupied orbital energy	-6.451	eV

Record 6
The following is a quantum chemistry calculation of C47H48MnN4OPS5Sb as an isolated structure, from the OMol25 dataset.

Element x y z (Å)
Mn (-0.21198, 0.53103, -0.16449)
S (-2.02754, 2.08648, -0.03272)
C (-2.95976, 1.96795, -1.47708)
C (-4.13693, 2.67816, -1.68752)
C (-4.82175, 2.57316, -2.89753)
C (-6.04400, 3.22655, -3.09884)
N (-7.05803, 3.74769, -3.27503)
C (-4.29228, 1.77954, -3.95292)
C (-3.11432, 1.06263, -3.73426)
C (-2.48572, 1.11714, -2.50787)
S (-1.09212, 0.13771, -2.14993)
C (-4.92338, 1.71861, -5.19830)
N (-5.41228, 1.66150, -6.24182)
H (-4.52500, 3.31489, -0.90376)
H (-2.69732, 0.46332, -4.53215)
O (1.10081, -1.70592, -1.81335)
C (0.95618, -1.03624, -0.65728)
C (1.77115, -1.67305, 0.34152)
C (2.76404, -2.63186, 0.02501)
C (3.54431, -3.20203, 0.99267)
C (3.36812, -2.87106, 2.33751)
C (2.37426, -1.97068, 2.68860)
C (1.58795, -1.37410, 1.71906)
P (0.15998, -0.30018, 2.01647)
C (-1.13339, -1.56548, 2.28091)
C (-2.16540, -1.58273, 1.34442)
C (-3.14453, -2.55468, 1.38266)
C (-3.09376, -3.53757, 2.35949)
C (-2.05853, -3.54148, 3.28398)
C (-1.07959, -2.56753, 3.24521)
C (0.59054, 0.22608, 3.71475)
C (-0.23828, 0.10281, 4.82488)
C (0.18708, 0.55419, 6.06236)
C (1.42509, 1.16053, 6.20085)
C (2.23798, 1.32684, 5.09047)
C (1.82625, 0.85782, 3.85816)
H (2.90607, -2.90206, -1.00924)
H (4.30531, -3.91911, 0.70966)
H (3.98841, -3.32171, 3.09972)
H (2.22709, -1.72359, 3.73232)
H (-2.19451, -0.80308, 0.57454)
H (-3.94927, -2.53862, 0.65929)
H (-3.86312, -4.29753, 2.40220)
H (-2.01486, -4.31137, 4.04402)
H (-0.26642, -2.58278, 3.95642)
H (-1.22570, -0.32299, 4.72271)
H (-0.47189, 0.46769, 6.91490)
H (1.73990, 1.52694, 7.16938)
H (3.18814, 1.84003, 5.17602)
H (2.45523, 0.98821, 2.98560)
S (-2.59147, 2.75346, 5.56657)
C (-1.44874, 3.10065, 4.42395)
S (-1.42962, 2.32771, 2.86342)
C (0.18976, 3.06852, 2.54894)
N (0.53335, 3.85204, 3.51037)
N (-0.36622, 3.91840, 4.53163)
C (-0.09269, 4.84668, 5.53514)
C (-1.06104, 5.31239, 6.42793)
C (-0.73168, 6.25549, 7.38107)
C (0.55488, 6.76411, 7.46267)
C (1.51159, 6.32794, 6.55678)
C (1.19878, 5.38070, 5.60598)
S (1.11042, 2.75738, 1.18294)
H (-2.07092, 4.94188, 6.37905)
H (-1.49690, 6.60473, 8.06379)
H (0.80463, 7.50332, 8.21091)
H (2.51348, 6.73498, 6.58867)
H (1.93340, 5.04297, 4.89381)
C (2.23939, -4.37316, -3.66395)
C (2.18830, -3.01407, -4.33857)
C (3.47540, -2.26677, -4.02198)
C (2.07317, -3.16896, -5.84708)
Sb (0.47008, -1.60302, -3.73884)
C (1.90764, 1.68344, -3.52826)
C (0.73385, 2.59588, -3.50862)
C (2.65769, 1.56180, -4.81287)
C (2.59361, 1.42258, -2.24214)
C (-1.25088, -3.15948, -3.46073)
C (-2.58787, -2.44370, -3.32608)
C (-0.97667, -3.94288, -2.18764)
C (-1.33898, -4.08486, -4.66959)
H (3.15160, -4.90713, -3.95264)
H (1.39100, -4.99205, -3.94678)
H (2.24234, -4.25348, -2.58259)
H (4.34901, -2.86087, -4.30723)
H (3.53593, -2.05189, -2.95778)
H (3.50414, -1.32441, -4.56498)
H (2.93051, -3.71576, -6.24694)
H (2.03363, -2.19204, -6.32394)
H (1.16808, -3.69963, -6.12399)
H (-0.01104, 2.30213, -4.25207)
H (1.01722, 3.63536, -3.72772)
H (0.26603, 2.58330, -2.52160)
H (1.99956, 1.22352, -5.61719)
H (3.48578, 0.86350, -4.71744)
H (3.07531, 2.53032, -5.12446)
H (1.85198, 1.13595, -1.45829)
H (3.09806, 2.31644, -1.85218)
H (3.32833, 0.62500, -2.33365)
H (-2.59517, -1.80004, -2.45160)
H (-3.39067, -3.17538, -3.20280)
H (-2.81320, -1.84088, -4.20444)
H (-0.88417, -3.26528, -1.33963)
H (-0.06053, -4.52209, -2.26987)
H (-1.80143, -4.62895, -1.97886)
H (-1.53432, -3.51877, -5.57936)
H (-2.15986, -4.79058, -4.51962)
H (-0.42610, -4.65647, -4.81124)

Cartesian forces (eV/Å) of the 3 atoms listed first:
Mn -0.8 1.3 0.2
S -0.5 0.2 0.2
C 0.7 -0.3 -0.2

HOMO-LUMO gap (spin up / spin down)	4.98 / 6.13	eV
spin multiplicity	6
total energy	-158848.5929	eV
charge	-2
highest occupied orbital energy (spin up / spin down)	-1.024 / -2.189	eV